1.
Entry from the OMol25 dataset: 6 unconnected molecules or ions with the total composition C26H64BO13 at a distorted geometry (ωB97M-V/def2-TZVPD).

The geometry in ORCA input format:
```
! RIJCOSX wB97M-V def2-TZVPD def2/J DEFGRID3
* xyz -1 1
C 4.1412 -0.3826 -0.3556
C 3.3044 0.9111 -0.4576
C 1.8550 0.5218 -0.7843
C 0.8656 1.6762 -0.5489
O -0.1026 1.4213 0.4327
B -1.0690 0.3840 0.0768
O -1.5340 0.3353 -1.3215
C -2.6808 -0.5153 -1.2419
C -2.9429 -0.7192 0.2982
O -2.3500 0.4045 0.8401
H 4.3909 -0.5767 0.6830
H 5.0157 -0.3628 -1.0006
H 3.5265 -1.2152 -0.6770
H 3.7133 1.6034 -1.1857
H 3.2340 1.3767 0.5221
H 1.7703 0.2027 -1.8230
H 1.6270 -0.3276 -0.1522
H 1.4531 2.5259 -0.1843
H 0.4143 1.9927 -1.4947
H -0.5451 -0.7235 0.3942
H -3.5092 0.0499 -1.6740
H -2.4291 -1.4263 -1.7869
H -3.9855 -0.8682 0.5886
H -2.4545 -1.6777 0.5241
C -7.2056 -5.6858 3.1464
O -7.9138 -4.5481 2.6926
C -7.3890 -3.3266 3.1970
C -6.5141 -2.6224 2.1830
O -5.3376 -3.3597 1.9030
C -5.4112 -4.0742 0.6825
H -7.5128 -6.5328 2.5341
H -6.1256 -5.5552 3.0502
H -7.4535 -5.8997 4.1926
H -6.8300 -3.5020 4.1211
H -8.2426 -2.6836 3.4341
H -6.2000 -1.6603 2.5996
H -7.0749 -2.4238 1.2646
H -5.3060 -3.3859 -0.1629
H -6.3537 -4.6206 0.5895
H -4.5878 -4.7861 0.6599
C 5.4156 2.5106 -5.8357
O 4.2864 3.3280 -6.0751
C 3.1038 2.8402 -5.4481
C 2.7932 3.5784 -4.1658
O 3.7834 3.3378 -3.1750
C 4.7113 4.3943 -3.0407
H 6.3003 3.0712 -6.1364
H 5.5078 2.2464 -4.7798
H 5.3599 1.5939 -6.4343
H 3.1864 1.7664 -5.2566
H 2.2802 2.9964 -6.1520
H 1.8428 3.2125 -3.7699
H 2.6849 4.6507 -4.3515
H 4.2534 5.2400 -2.5151
H 5.0848 4.7331 -4.0110
H 5.5495 4.0255 -2.4502
C 1.8836 -3.3198 1.0445
O 3.2950 -3.5143 1.0380
C 3.8485 -3.8809 2.2853
C 4.1519 -5.3627 2.3489
O 2.9724 -6.1507 2.3028
C 2.7118 -6.6891 1.0209
H 1.5593 -3.2959 0.0056
H 1.3607 -4.1298 1.5582
H 1.6186 -2.3675 1.5106
H 3.1838 -3.5896 3.1050
H 4.7882 -3.3280 2.3977
H 4.6483 -5.5822 3.3005
H 4.8338 -5.6433 1.5396
H 3.3932 -7.5225 0.8099
H 2.8115 -5.9341 0.2382
H 1.6885 -7.0614 1.0204
C -0.8564 4.6457 -2.2936
O -0.0323 5.1030 -3.3627
C -0.7316 5.2609 -4.5815
C -1.0593 6.7133 -4.8565
O -1.9814 7.2378 -3.9147
C -1.3660 8.0088 -2.9002
H -0.3021 4.7803 -1.3671
H -1.7924 5.2049 -2.2301
H -1.0715 3.5810 -2.4181
H -1.6419 4.6542 -4.5872
H -0.0763 4.8951 -5.3813
H -1.5286 6.7895 -5.8433
H -0.1421 7.3109 -4.8718
H -1.0631 8.9867 -3.2937
H -0.4939 7.5023 -2.4812
H -2.0982 8.1584 -2.1085
C -1.2970 -2.1864 3.7717
O 0.0830 -1.8730 3.8656
C 0.3415 -0.4786 3.7401
C 0.5935 0.1607 5.0877
O -0.5623 0.1399 5.9181
C -0.5343 -0.8922 6.8812
H -1.4250 -3.2160 4.1074
H -1.9045 -1.5314 4.4009
H -1.6365 -2.1069 2.7342
H -0.4782 0.0215 3.2185
H 1.2407 -0.3686 3.1265
H 0.8604 1.2103 4.9328
H 1.4328 -0.3312 5.5913
H 0.1628 -0.6431 7.6913
H -0.2455 -1.8494 6.4400
H -1.5373 -0.9856 7.2966
*
```

Summary:
**HOMO**: -4.24 eV

2.
Entry from the OMol25 dataset: a molecular structure, C26H64Br6F2N6NiO15S2 at a distorted geometry (ωB97M-V/def2-TZVPD).

The geometry in ORCA input format:
```
! RIJCOSX wB97M-V def2-TZVPD def2/J DEFGRID3
* xyz 2 3
Ni -1.6100 -2.2397 1.4144
C -1.4762 3.5429 3.4357
C -2.3842 4.2239 2.4308
N -2.9401 3.3010 1.3864
C -3.7842 2.2617 2.0331
C -3.7840 4.0948 0.4096
C -5.1619 4.4670 0.8563
C -1.8406 2.5538 0.6641
C -0.7721 3.4025 0.0198
O -1.2611 4.4142 -0.7983
C -0.2634 5.3582 -1.1468
H -0.5674 3.1832 2.9670
H -1.9976 2.7427 3.9654
H -1.2150 4.2338 4.2355
H -1.8122 5.0232 1.9627
H -3.2545 4.6499 2.9281
H -3.1723 1.6331 2.6659
H -4.2820 1.7106 1.2381
H -4.5282 2.7640 2.6399
H -3.8680 3.4495 -0.4652
H -3.1797 4.9336 0.1017
H -5.7364 4.7233 -0.0406
H -5.2764 5.3459 1.4909
H -5.7702 3.6662 1.2736
H -2.3752 1.9367 -0.0625
H -1.3609 1.8801 1.3697
H -0.0409 2.7444 -0.4754
H -0.1786 3.8255 0.8552
H 0.6616 4.8856 -1.4870
H -0.0138 5.9984 -0.2871
H -0.6901 6.0191 -1.8953
N 0.0332 -1.8178 0.4393
S 0.3121 -0.9314 -0.8595
O 0.4931 -1.6189 -2.0955
O 1.1010 0.2369 -0.6402
F -1.1713 -0.3418 -1.0005
S 1.5379 -2.4358 0.7802
O 2.4355 -1.5053 1.3468
O 1.9360 -3.3819 -0.1774
F 1.0493 -3.2617 2.0176
C 0.8672 -4.5141 -3.5011
N -0.5770 -4.8592 -3.4964
O -0.8750 -6.0090 -3.2556
O -1.3754 -3.9685 -3.7085
H 0.9790 -3.4457 -3.3989
H 1.2832 -4.9625 -4.4027
H 1.3412 -5.0588 -2.6866
C 2.7544 2.8239 0.0255
N 4.2414 2.7108 0.1572
O 4.8898 2.4192 -0.8322
O 4.6909 2.9219 1.2489
H 2.4767 2.5428 -0.9835
H 2.5274 3.8708 0.2090
H 2.2885 2.1412 0.7223
C 5.6132 -2.0496 3.2838
N 5.8961 -2.0597 1.8345
O 5.7431 -3.1150 1.2463
O 6.2618 -1.0317 1.3211
H 6.2147 -2.8263 3.7499
H 4.5602 -2.2530 3.4329
H 5.8858 -1.0955 3.7185
C 3.8100 -6.2683 1.1741
N 2.5707 -5.8918 1.9007
O 1.5178 -6.1337 1.3327
O 2.6868 -5.3962 2.9899
H 3.8633 -7.3545 1.1898
H 4.6519 -5.8831 1.7340
H 3.7938 -5.8670 0.1695
Br -4.0182 -1.8823 -3.7574
C -4.3735 -0.1305 -3.0101
C -5.3885 -0.2644 -1.9246
Br -5.9419 1.5057 -1.2939
H -4.7980 0.4585 -3.8190
H -3.4649 0.3526 -2.6584
H -5.0686 -0.8361 -1.0589
H -6.3151 -0.7196 -2.2610
Br 5.3785 -3.2062 -2.4173
C 4.7676 -1.6379 -3.3740
C 3.7868 -0.9310 -2.4744
Br 3.1328 0.7060 -3.3596
H 4.3307 -2.0285 -4.2876
H 5.6438 -1.0463 -3.6178
H 4.2707 -0.6183 -1.5435
H 2.8790 -1.4945 -2.2416
Br -1.2226 -1.0997 -6.9237
C -0.4265 -0.1706 -5.4260
C -1.3979 0.8738 -4.9515
Br -0.6462 1.8274 -3.4164
H 0.5379 0.2018 -5.7629
H -0.2066 -0.8979 -4.6428
H -2.3254 0.4176 -4.6316
H -1.6038 1.6136 -5.7184
C 1.6001 1.2658 3.5210
C 2.4852 2.4768 3.7506
O 1.8371 3.6070 3.2013
C 2.5847 4.7993 3.2591
C 1.6833 5.8983 2.6995
H 1.4683 1.0854 2.4524
H 2.0448 0.3759 3.9696
H 0.6328 1.3904 4.0147
H 2.6446 2.6729 4.8195
H 3.4753 2.2861 3.3226
H 2.8306 5.0605 4.2951
H 3.4976 4.6960 2.6671
H 0.7825 5.9304 3.3066
H 1.4433 5.6136 1.6708
H 2.2154 6.8452 2.6687
C -2.1437 -6.2509 0.4034
C -1.3102 -5.0039 0.1699
O -2.0986 -3.7962 0.1920
C -2.9410 -3.5824 -0.9691
C -4.3973 -3.6522 -0.5473
H -1.4837 -7.0938 0.6120
H -2.8417 -6.1266 1.2324
H -2.7195 -6.5395 -0.4790
H -0.5221 -4.9201 0.9146
H -0.8151 -5.1295 -0.7996
H -2.7052 -2.5847 -1.3338
H -2.7876 -4.3407 -1.7325
H -4.6581 -2.9798 0.2757
H -4.6699 -4.6685 -0.2633
H -5.0341 -3.3869 -1.3929
*
```

Summary:
**HOMO (alpha / beta)**: -13.95 / -13.75 eV